Record 1
Molecular formula: C21H44BN2O17P2S
Method: DFT, wB97M-V/def2-TZVPD

Cartesian coordinates (Å):
N: -1.90 -0.23 -4.61
P: -2.00 -1.20 -3.11
C: -2.22 0.28 -1.91
C: -3.67 0.47 -1.43
C: -3.94 1.91 -0.97
O: -4.63 2.67 -1.97
C: -2.14 -2.50 -1.68
B: -3.53 -3.23 -1.57
O: -4.75 -2.60 -1.54
O: -3.56 -4.62 -1.48
C: -0.06 -1.14 -2.90
C: 0.72 -2.30 -2.85
C: 2.09 -2.28 -2.68
C: 2.68 -1.02 -2.53
C: 1.84 0.08 -2.58
N: 0.53 0.06 -2.76
P: -1.88 -2.96 -4.64
O: -0.61 -2.75 -5.67
O: -1.65 -4.47 -3.94
S: -3.51 -3.10 -5.72
H: -2.54 0.54 -4.63
H: -0.97 0.04 -4.90
H: -3.41 -1.29 -3.32
H: -1.61 0.19 -1.01
H: -1.92 1.22 -2.36
H: -3.86 -0.22 -0.61
H: -4.36 0.29 -2.25
H: -3.00 2.42 -0.77
H: -4.53 1.92 -0.06
H: -4.23 2.44 -2.81
H: -1.94 -2.03 -0.71
H: -1.39 -3.28 -1.76
H: -5.38 -3.09 -2.07
H: -2.88 -5.00 -2.03
H: 0.23 -3.26 -2.93
H: 2.67 -3.18 -2.63
H: 3.74 -0.91 -2.36
H: 2.29 1.06 -2.44
H: 0.13 -3.32 -5.44
H: -0.88 -4.91 -4.33
C: -6.07 0.28 3.04
O: -5.37 0.53 4.27
C: -4.11 0.91 4.10
O: -3.55 1.06 3.04
O: -3.56 1.11 5.30
C: -2.19 1.52 5.25
H: -7.07 -0.02 3.32
H: -6.11 1.18 2.43
H: -5.58 -0.52 2.48
H: -2.09 2.47 4.72
H: -1.58 0.76 4.76
H: -1.86 1.64 6.27
C: 2.99 3.28 5.66
O: 3.17 2.79 6.99
C: 2.04 2.63 7.67
O: 0.93 2.87 7.27
O: 2.34 2.16 8.89
C: 1.21 1.95 9.73
H: 3.98 3.36 5.23
H: 2.39 2.59 5.07
H: 2.52 4.26 5.68
H: 0.54 1.21 9.28
H: 0.67 2.88 9.90
H: 1.59 1.57 10.67
C: 3.10 2.08 -5.60
O: 3.89 2.68 -4.57
C: 4.39 3.87 -4.89
O: 4.25 4.45 -5.93
O: 5.09 4.32 -3.84
C: 5.69 5.59 -4.05
H: 2.75 1.12 -5.21
H: 2.24 2.69 -5.84
H: 3.70 1.91 -6.50
H: 4.93 6.35 -4.24
H: 6.39 5.56 -4.88
H: 6.22 5.83 -3.13
C: 1.14 -3.92 1.06
O: 1.89 -3.53 2.21
C: 3.18 -3.31 1.97
O: 3.74 -3.42 0.91
O: 3.76 -2.94 3.12
C: 5.15 -2.66 3.00
H: 0.12 -4.08 1.40
H: 1.15 -3.14 0.31
H: 1.52 -4.85 0.65
H: 5.33 -1.84 2.30
H: 5.70 -3.54 2.67
H: 5.49 -2.38 3.99

Values from the calculation:
HOMO-LUMO gap: 6.2 eV
E_HOMO: -4.4 eV
Total charge: -1

***

Record 2
Molecular formula: C21H44FIN7O4PS
Method: DFT, wB97M-V/def2-TZVPD

Cartesian coordinates (Å):
C: 1.98 -3.11 -0.95
C: 1.25 -2.74 0.20
C: 0.96 -1.37 0.99
C: 0.73 -2.04 2.41
C: 0.89 -1.54 3.86
C: 0.34 -0.19 4.42
F: 0.24 -2.54 4.67
C: -0.38 -0.89 0.13
C: -1.44 -0.41 1.23
O: -2.36 -1.42 1.62
C: -2.85 -1.26 2.96
C: -1.17 -1.95 -0.69
C: -2.50 -1.56 -1.40
N: -2.33 -1.48 -2.88
N: -3.43 -2.74 -1.24
N: -3.28 -0.39 -1.04
C: 0.22 0.37 -0.67
S: 0.94 -0.39 -2.27
C: -0.87 1.24 -1.44
C: -0.38 2.51 -2.20
C: 0.04 2.49 -3.75
N: -0.35 3.70 -1.67
N: 1.23 1.05 0.22
N: 2.11 1.96 -0.40
C: 0.77 1.91 1.38
C: -0.40 2.92 1.30
C: 0.15 4.44 1.29
C: 2.01 -0.17 0.77
I: 3.35 0.31 2.51
P: 3.63 -0.63 -0.23
C: 4.38 -2.04 0.82
C: 4.96 0.68 -0.10
H: 1.53 -3.06 -1.97
H: 3.03 -3.52 -0.86
H: 0.59 -3.59 0.56
H: 1.43 -2.94 2.44
H: -0.27 -2.56 2.34
H: 1.96 -1.62 4.20
H: 0.96 0.71 4.20
H: 0.40 -0.29 5.54
H: -0.76 -0.02 4.24
H: -2.06 0.46 0.86
H: -0.97 -0.01 2.17
H: -3.96 -1.44 2.92
H: -2.72 -0.23 3.38
H: -2.42 -2.07 3.61
H: -1.39 -2.87 -0.07
H: -0.60 -2.41 -1.55
H: -3.22 -1.28 -3.33
H: -1.93 -2.35 -3.23
H: -3.84 -2.74 -0.31
H: -4.14 -2.72 -1.97
H: -3.97 -0.55 -0.31
H: -3.73 0.10 -1.82
H: 1.73 0.56 -2.86
H: -1.31 0.58 -2.25
H: -1.77 1.53 -0.84
H: 1.09 2.86 -3.89
H: -0.10 1.47 -4.20
H: -0.69 3.16 -4.30
H: 0.01 4.32 -2.41
H: 2.45 1.67 -1.31
H: 1.69 2.89 -0.52
H: 1.66 2.54 1.67
H: 0.59 1.25 2.26
H: -0.97 2.88 2.28
H: -1.17 2.89 0.51
H: 0.14 4.86 2.33
H: 1.20 4.51 0.89
H: -0.49 5.06 0.61
H: 4.70 -2.81 0.05
H: 5.32 -1.73 1.34
H: 3.62 -2.55 1.46
H: 5.78 0.41 0.63
H: 5.48 0.72 -1.10
H: 4.64 1.72 0.13
N: -3.99 0.37 -5.34
O: -3.69 1.15 -6.26
O: -4.61 0.80 -4.34
O: -3.67 -0.83 -5.41

Values from the calculation:
HOMO-LUMO gap: 5.3 eV
E_HOMO: -6.8 eV
Total charge: 0

***

Record 3
Molecular formula: C21H44N5O12P2S2SbSi3Ti
Method: DFT, wB97M-V/def2-TZVPD

Cartesian coordinates (Å):
Ti: -0.27 -0.49 0.08
N: -1.05 -0.22 3.79
N: -2.29 0.14 3.25
C: -2.52 0.41 1.92
O: -3.67 0.51 1.50
O: -1.44 0.59 1.20
H: -0.58 -0.89 3.19
H: -0.46 0.61 3.82
H: -3.09 -0.21 3.75
O: 0.50 -4.24 1.56
P: 1.38 -2.94 1.22
O: 2.68 -2.96 1.90
O: 0.43 -1.77 1.48
O: 1.51 -3.08 -0.38
P: 1.97 -2.03 -1.54
O: 1.34 -2.73 -2.82
O: 3.43 -1.90 -1.66
O: 1.17 -0.74 -1.26
H: 1.09 -4.98 1.75
H: 0.37 -2.78 -2.79
C: 2.61 0.89 4.61
Si: 3.60 1.10 3.03
C: 4.60 -0.43 2.68
C: 4.79 2.55 3.23
Sb: 1.88 1.51 1.17
Si: 3.42 2.30 -0.71
C: 2.40 2.35 -2.27
C: 4.85 1.11 -0.88
C: 4.06 4.04 -0.39
Si: 0.80 3.70 1.91
C: -0.47 3.33 3.24
C: 1.97 5.01 2.59
C: -0.09 4.37 0.41
H: 3.28 0.68 5.45
H: 1.92 0.05 4.52
H: 2.04 1.79 4.85
H: 5.27 -0.61 3.53
H: 5.22 -0.30 1.79
H: 3.97 -1.30 2.53
H: 5.48 2.37 4.05
H: 4.26 3.49 3.41
H: 5.38 2.67 2.32
H: 1.95 1.37 -2.46
H: 3.02 2.63 -3.13
H: 1.60 3.08 -2.17
H: 4.49 0.09 -1.02
H: 5.50 1.15 0.00
H: 5.44 1.38 -1.75
H: 3.24 4.76 -0.36
H: 4.75 4.34 -1.18
H: 4.60 4.11 0.57
H: -0.01 2.92 4.14
H: -1.21 2.61 2.87
H: -1.01 4.24 3.52
H: 2.35 4.72 3.57
H: 1.44 5.96 2.70
H: 2.82 5.17 1.93
H: -0.74 3.59 0.00
H: 0.61 4.66 -0.38
H: -0.70 5.25 0.66
C: -3.11 1.59 -1.45
S: -1.40 1.48 -1.99
C: -1.26 3.07 -2.83
H: -3.78 1.58 -2.31
H: -3.26 2.49 -0.85
H: -3.31 0.74 -0.81
H: -1.41 3.90 -2.14
H: -2.00 3.12 -3.63
H: -0.27 3.14 -3.27
O: -7.28 -5.13 -6.11
S: -5.83 -5.18 -6.08
O: -5.18 -3.94 -6.49
O: -5.25 -6.38 -6.65
C: -5.45 -5.35 -4.30
N: -6.08 -6.35 -3.67
C: -5.79 -6.49 -2.39
C: -4.91 -5.67 -1.71
C: -4.31 -4.64 -2.45
N: -4.59 -4.51 -3.76
C: -3.37 -3.70 -1.87
C: -2.68 -2.77 -2.68
C: -1.82 -1.87 -2.14
N: -1.56 -1.77 -0.78
C: -2.21 -2.70 0.01
C: -3.07 -3.63 -0.49
H: -6.28 -7.31 -1.87
H: -4.71 -5.82 -0.66
H: -2.85 -2.78 -3.75
H: -1.29 -1.15 -2.76
H: -1.99 -2.66 1.07
H: -3.53 -4.31 0.22

Values from the calculation:
HOMO-LUMO gap (alpha / beta): 4.5 / 6.8 eV
Energy above the lowest of the compared OMol25 structures with the same formula, charge and spin: 7.89 kJ/mol
E_HOMO (alpha / beta): -1.1 / -3.3 eV
2S+1: 3
Total charge: -2

***

The evaluated M for the records listed, in turn: 701.4, 667.6, 938.6 g/mol.